Record 1
C29H43Br6N3O2 | ωB97M-V/def2-TZVPD

Output
* SMILES: c1ccncc1.c1ccncc1.c1ccncc1.C1CCOC1.C1CCOC1.BrCCBr.BrCCBr.BrCCBr
* HOMO level: -9.59 eV

XYZ file:
```
83
Properties=species:S:1:pos:R:3:forces:R:3:mulliken_charge:R:1
Br -23.850997 3.232385 -3.591119 0.5 0.0 0.1 -0.16
C -21.957898 3.796400 -3.520534 -0.7 2.1 -1.0 -0.49
C -21.998195 5.373004 -3.477501 -0.3 -0.9 0.2 -0.69
Br -20.212686 6.184693 -3.918104 -1.1 -0.6 0.7 -0.17
H -21.545437 3.600732 -4.510330 0.2 -0.8 0.5 0.35
H -21.518997 3.303318 -2.653170 0.2 0.2 -0.4 0.36
H -22.467213 5.673528 -2.540583 0.9 0.4 0.3 0.41
H -22.669850 5.801326 -4.221500 0.3 -0.5 -0.3 0.39
Br -15.446536 12.122532 -3.677520 1.3 -1.4 -0.1 -0.17
C -14.017353 10.642172 -3.673054 0.2 -0.3 -0.6 -0.64
C -13.307776 10.561925 -5.066931 -0.8 1.0 1.4 -0.56
Br -11.727129 9.327714 -5.038861 -1.3 0.8 0.0 -0.16
H -14.498065 9.681886 -3.486350 -0.4 0.3 0.0 0.37
H -13.345341 10.814476 -2.832337 -0.1 0.5 -0.3 0.41
H -12.970298 11.568445 -5.314161 0.4 -0.3 -0.1 0.37
H -14.108585 10.303685 -5.759834 0.6 -0.6 -0.3 0.38
Br -20.509378 -4.128102 -13.028521 -0.1 0.4 0.1 -0.15
C -19.969289 -2.347631 -12.388823 -0.1 0.5 -0.6 -0.60
C -20.723300 -1.988503 -11.105392 0.7 -1.8 -0.4 -0.52
Br -19.964958 -0.426214 -10.266069 -0.2 -0.1 -0.1 -0.15
H -20.089945 -1.663213 -13.228537 -0.2 -0.1 0.1 0.37
H -18.897790 -2.444329 -12.213777 -0.2 0.1 0.2 0.36
H -20.487511 -2.895642 -10.548972 -0.1 0.5 1.0 0.32
H -21.812264 -1.965577 -11.147244 0.2 0.5 -0.4 0.38
N -23.668181 7.617800 4.798238 0.7 -0.7 -1.1 -0.53
C -23.555968 8.611401 3.861940 0.6 -1.9 1.9 -0.11
C -22.520897 8.621763 2.955669 1.3 0.4 -0.1 -0.29
C -21.497157 7.706128 3.077493 -1.1 -1.7 -0.3 -0.32
C -21.644070 6.617518 3.977391 0.7 0.9 -1.6 -0.22
C -22.756739 6.546797 4.759066 -1.1 3.0 0.4 -0.26
H -24.194568 9.481381 3.903284 -0.6 -0.3 0.2 0.34
H -22.396695 9.430395 2.250636 -0.3 0.1 -0.2 0.34
H -20.760667 7.625634 2.291671 0.5 0.4 0.3 0.35
H -20.890034 5.846253 3.922800 0.0 -0.2 0.4 0.35
H -22.827646 5.763947 5.499691 -0.6 0.0 0.0 0.34
N -15.253238 1.630333 -4.612794 -1.0 -1.4 -1.3 -0.55
C -14.116002 2.140163 -5.040444 1.6 -0.3 0.3 -0.11
C -13.040690 1.389762 -5.560117 -1.4 1.1 1.0 -0.34
C -13.245785 0.046552 -5.740122 1.0 -0.6 -1.2 -0.23
C -14.472927 -0.535564 -5.525656 -1.5 2.0 1.1 -0.35
C -15.465743 0.336722 -4.960863 1.5 -1.1 -0.1 -0.15
H -13.930919 3.189100 -4.861892 -0.2 0.2 0.1 0.35
H -12.102947 1.920744 -5.631572 0.2 -0.3 -0.5 0.34
H -12.443248 -0.520024 -6.188832 0.2 -0.3 0.2 0.35
H -14.684691 -1.583048 -5.681633 0.0 0.1 -0.1 0.36
H -16.402188 -0.153862 -4.739955 -0.4 0.5 0.3 0.34
N -32.555472 6.105588 -6.265072 -0.8 -2.1 1.8 -0.53
C -31.645226 5.114152 -5.919555 -2.5 1.3 -0.7 -0.13
C -32.028363 3.809087 -5.585049 0.7 1.7 0.5 -0.36
C -33.369865 3.541480 -5.402820 -0.1 -0.2 -0.6 -0.19
C -34.340294 4.525050 -5.648744 1.0 -0.2 -0.7 -0.41
C -33.902522 5.784750 -6.060724 2.6 0.0 -0.5 -0.17
H -30.608820 5.416797 -5.893802 0.1 0.0 -0.4 0.37
H -31.184775 3.166240 -5.381349 -0.4 -0.6 0.1 0.34
H -33.646734 2.525301 -5.163800 -0.3 0.0 0.1 0.37
H -35.369711 4.217526 -5.758962 -0.2 0.3 0.6 0.34
H -34.568724 6.609187 -6.267816 -0.2 -0.1 -0.1 0.38
C -21.800213 -0.343930 2.655591 -0.6 2.6 0.7 -0.62
C -20.418937 -0.541270 3.153201 1.1 -1.5 0.6 -0.52
C -19.672038 -0.742032 1.895504 0.8 -0.3 -1.4 -0.40
O -20.560666 -1.524005 1.076633 0.6 0.0 -0.3 -0.39
C -21.883053 -1.301653 1.482530 -0.6 0.0 1.5 -0.36
H -21.875279 0.717244 2.418133 -0.2 0.2 -0.6 0.25
H -22.482655 -0.420872 3.502036 -0.5 -0.7 -0.4 0.35
H -20.334063 -1.560290 3.530669 -0.3 0.0 1.0 0.25
H -19.972490 0.140357 3.877191 -0.3 0.2 -0.2 0.36
H -18.790161 -1.370753 2.018362 0.2 0.3 0.0 0.27
H -19.422048 0.179506 1.369792 0.1 0.2 -0.1 0.27
H -22.272503 -2.149777 2.045670 -0.2 -0.9 -1.0 0.24
H -22.500995 -1.018323 0.630485 -0.1 0.0 0.2 0.31
C -31.564949 1.638396 0.562623 -1.6 -0.5 0.0 -0.52
C -30.108753 2.087486 0.377784 -0.9 -1.0 -1.1 -0.45
C -30.323589 3.575795 0.368390 0.4 1.1 1.7 -0.37
O -31.297102 3.838544 1.402868 -0.8 -0.5 -0.7 -0.41
C -32.318574 2.840291 1.206912 0.8 -0.7 0.1 -0.46
H -31.812769 0.719233 1.093502 0.8 0.0 0.5 0.34
H -32.112174 1.425179 -0.355633 0.6 0.2 -0.6 0.25
H -29.749124 1.790813 -0.607488 0.0 -0.2 -0.1 0.24
H -29.443390 1.595916 1.087525 0.0 0.8 0.4 0.27
H -30.689199 3.956594 -0.585247 -0.1 -0.3 -0.2 0.25
H -29.460161 4.178654 0.649770 0.1 -0.1 -0.1 0.29
H -33.140657 3.084498 0.534130 0.2 0.9 -0.2 0.26
H -32.807187 2.572572 2.143758 0.4 0.2 0.3 0.31
```
Forces are in eV/Å.

=====

Record 2
BH24O10 | ωB97M-V/def2-TZVPD

Output
* HOMO level: -6.64 eV
* net charge: -1

XYZ file:
```
35
Properties=species:S:1:pos:R:3:forces:R:3:mulliken_charge:R:1
B -0.051629 -0.540143 0.034657 1.0 0.9 -0.1 1.16
H 0.775371 -1.139143 -0.664343 0.3 0.0 0.1 -0.51
H -0.792629 -0.012143 -0.748343 -0.4 0.2 -0.1 -0.27
H -0.614629 -1.340143 0.703657 -0.5 -0.6 0.6 -0.53
H 0.507371 0.348857 0.765657 -0.2 -0.6 -0.4 -0.37
O 0.860371 0.908857 3.828657 -0.1 -2.7 1.6 -0.62
H 0.884371 0.854857 4.847657 -0.1 0.0 -2.5 0.30
H 0.769371 -0.073143 3.519657 0.1 2.7 0.8 0.31
O -1.343629 -3.926143 1.770657 -3.9 3.5 -1.5 -0.66
H -0.497629 -4.214143 1.780657 4.3 -1.6 0.1 0.28
H -1.269629 -3.077143 1.196657 -0.3 -1.8 1.4 0.32
O -2.878629 1.391857 1.073657 2.3 -0.4 2.1 -0.69
H -2.130629 1.422857 0.437657 -0.5 0.2 0.1 0.30
H -2.314629 1.254857 1.933657 -1.8 0.3 -2.3 0.32
O 2.725371 -1.874143 1.787657 -1.1 -0.1 -1.6 -0.66
H 2.574371 -1.601143 2.696657 -0.6 0.2 -0.4 0.27
H 1.921371 -1.697143 1.174657 1.6 0.0 1.9 0.30
O 1.187371 1.714857 -2.657343 2.9 -1.0 2.9 -0.65
H 1.585371 0.981857 -2.019343 -1.7 2.1 -2.0 0.29
H 0.524371 1.294857 -3.155343 -1.3 -1.2 -0.8 0.30
O 3.758371 -1.786143 -1.620343 11.4 -2.9 -1.2 -0.60
H 2.954371 -1.565143 -1.546343 -9.3 3.6 1.1 0.24
H 4.478371 -1.101143 -1.627343 -2.2 -0.8 0.2 0.30
O -3.845629 0.571857 -1.944343 -0.2 1.1 -1.2 -0.68
H -3.510629 0.682857 -1.013343 -0.4 0.9 -1.6 0.37
H -3.900629 1.386857 -2.576343 0.6 -2.0 2.9 0.30
O 0.867371 3.517857 0.902657 2.2 -3.1 0.1 -0.73
H 1.423371 4.195857 0.464657 -0.1 -1.0 0.4 0.32
H 1.442371 2.579857 1.015657 -2.3 3.9 -0.6 0.34
O -1.385629 3.157857 -1.009343 2.2 1.0 2.7 -0.65
H -1.242629 2.697857 -1.816343 0.7 -0.7 -0.8 0.29
H -0.460629 3.207857 -0.482343 -2.8 -0.4 -1.8 0.38
O -0.673629 -2.878143 -2.570343 -2.3 0.4 0.8 -0.67
H -0.661629 -2.380143 -1.697343 0.0 -0.6 -1.4 0.30
H -1.664629 -2.967143 -2.786343 2.3 0.3 0.6 0.32
```
Forces are in eV/Å.

=====

Record 3
CH2O3PS2 | ωB97M-V/def2-TZVPD

Output
* expectation value of S²: 2.061
* HOMO level (spin up / spin down): -1.98 / -5.17 eV
* multiplicity: 3
* net charge: -1

XYZ file:
```
9
Properties=species:S:1:pos:R:3:forces:R:3:mulliken_charge:R:1
C -1.931084 0.353616 0.018881 1.0 -0.3 0.1 -0.28
O 2.622680 0.899773 -1.133119 1.1 1.1 -1.2 -0.50
O 3.055226 -1.319095 -0.173682 1.8 -1.6 -0.2 -0.48
O 2.893393 0.657998 1.306335 1.5 0.8 1.4 -0.50
P -3.590632 -0.058313 -0.172161 0.2 0.2 0.0 -0.03
S -0.495019 -0.563019 0.153663 -1.5 0.5 -0.1 -0.05
S 2.631645 0.041423 0.030465 -4.1 -0.3 0.1 0.51
H -1.759977 1.429122 0.044181 0.0 0.1 0.0 0.33
H -3.426234 -1.441504 -0.074565 0.0 -0.5 0.0 0.01
```
Forces are in eV/Å.

=====

Record 4
C7H16N4OS | ωB97M-V/def2-TZVPD

Output
* expectation value of S²: 2.011
* HOMO level (spin up / spin down): -12.66 / -17.45 eV
* multiplicity: 3
* net charge: +2

XYZ file:
```
29
Properties=species:S:1:pos:R:3:forces:R:3:mulliken_charge:R:1
C 0.496641 -0.384516 2.033675 -0.5 -1.2 -0.6 0.50
C -0.576019 -1.850115 0.214782 0.7 -1.9 6.9 0.26
C -0.313152 -1.635993 1.705414 -1.7 -0.3 1.4 -0.85
C -0.211615 0.331430 -0.546026 0.9 0.0 1.4 0.48
C 2.186144 -0.016628 -1.446983 -0.7 0.5 -2.8 -1.20
C -2.508172 1.946331 -1.724566 1.7 -1.3 -0.7 -0.96
C 0.890284 0.839498 -1.430555 -0.9 -1.6 -1.7 -0.57
N 0.262255 0.691300 1.331547 1.2 1.1 -2.0 -0.46
N -0.517040 -0.887345 -0.583451 0.3 2.5 -5.2 -0.36
N -0.761855 -3.107080 -0.124317 -0.5 -5.2 -2.9 -0.26
N 1.471021 -0.579944 2.906773 0.5 0.4 0.1 -0.39
O -0.875257 2.941103 -0.037244 1.1 0.1 -2.0 -0.41
S -1.651491 1.592725 -0.210967 -2.0 -0.1 1.0 0.53
H 0.251421 -2.419430 2.234669 -0.2 -0.3 -1.0 0.38
H -1.348667 -1.769513 2.165705 1.1 1.0 0.2 0.36
H 2.095367 -0.940517 -2.081150 -0.4 0.3 1.6 0.31
H 2.422694 -0.018796 -0.440430 1.2 -1.3 2.0 0.31
H 3.044998 0.411512 -1.996487 -0.7 0.7 0.4 0.39
H -3.359736 2.528227 -1.534447 -1.6 0.2 0.6 0.43
H -2.627556 1.014763 -2.309249 -0.4 0.5 0.4 0.37
H -1.875428 2.604304 -2.266687 0.9 0.5 -0.8 0.37
H 0.309434 0.714015 -2.366250 0.7 0.7 -0.2 0.34
H 0.999791 1.851490 -1.183524 0.5 1.6 0.0 0.59
H 0.997033 1.422670 1.164347 -0.7 -1.0 1.2 0.31
H -0.977791 3.411792 0.762180 -0.5 0.8 2.0 0.38
H -1.041478 -3.944020 0.499420 0.6 2.2 -0.9 0.31
H -0.512701 -3.429042 -1.115782 -0.5 0.6 1.7 0.31
H 1.543577 -1.481736 3.429970 0.2 1.5 -0.6 0.25
H 2.187299 0.163512 2.949636 -0.4 -0.9 0.7 0.27
```
Forces are in eV/Å.